(1)
Below is C2H15Cd2O7 as an isolated structure, with properties calculated with wB97M-V/def2-TZVPD.

Geometry (Å):
Cd (-12.100, 22.969, 11.952)
Cd (-14.221, 21.357, 13.257)
C (-8.655, 23.538, 14.218)
C (-9.140, 22.793, 12.898)
O (-10.414, 22.285, 13.072)
H (-7.779, 24.082, 13.867)
H (-8.342, 22.833, 14.989)
H (-9.420, 24.160, 14.683)
H (-8.447, 21.980, 12.680)
H (-9.061, 23.406, 12.000)
O (-13.580, 23.270, 13.359)
H (-13.660, 24.040, 13.954)
O (-12.963, 21.193, 11.783)
H (-12.376, 20.436, 11.587)
O (-11.012, 23.026, 10.214)
H (-10.439, 22.269, 10.092)
H (-10.647, 23.698, 9.639)
O (-13.802, 23.638, 10.759)
H (-14.032, 23.626, 9.830)
H (-14.390, 24.288, 11.143)
O (-11.645, 25.052, 12.157)
H (-10.855, 25.578, 12.283)
H (-12.363, 25.684, 12.192)
O (-12.548, 21.056, 14.614)
H (-11.748, 21.339, 14.172)
H (-12.354, 20.169, 14.916)

Forces on atoms 1 to 6 (eV/Å):
2.932 1.023 1.625
-2.184 -0.580 1.681
0.266 -0.768 -1.758
-0.227 -0.183 2.033
-0.686 -0.754 0.077
0.108 0.484 0.617

The value obtained for the energy above the lowest of the compared OMol25 structures with the same formula, charge and spin is 29.30 kcal per mole. As for the gap between HOMO and LUMO: 5.7 eV. The total charge is +1. The largest force on an atom comes out at 0.1068 hartree/bohr. For the total energy, the calculation gives -947.0304 Ha.

Electronic structure analysis, natural (NBO) charges in units of e:
1 Cd 1.77
2 Cd 1.77
3 C -0.64
4 C -0.03
5 O -1.09
6 H 0.20
7 H 0.21
8 H 0.20
9 H 0.14
10 H 0.10
11 O -1.38
12 H 0.50
13 O -1.36
14 H 0.50
15 O -0.99
16 H 0.51
17 H 0.51
18 O -0.98
19 H 0.50
20 H 0.50
21 O -0.98
22 H 0.51
23 H 0.49
24 O -1.02
25 H 0.55
26 H 0.50

---

(2)
Below is a 2-piece molecular cluster, C51H50N3O3 overall, with properties calculated with wB97M-V/def2-TZVPD.

Geometry (Å):
C (6.082, 3.221, 3.227)
O (5.851, 1.847, 3.591)
C (4.697, 1.240, 3.214)
C (4.537, -0.112, 3.614)
C (3.313, -0.728, 3.502)
C (2.163, 0.020, 3.096)
C (0.822, -0.397, 3.328)
C (-0.249, 0.539, 3.401)
C (-1.558, 0.117, 3.051)
C (-2.603, 1.009, 3.102)
C (-2.387, 2.332, 3.556)
O (-3.521, 3.083, 3.624)
C (-4.642, 2.228, 3.177)
C (-4.065, 0.848, 2.847)
C (-1.107, 2.790, 3.918)
C (-0.064, 1.902, 3.837)
C (2.420, 1.267, 2.445)
C (3.650, 1.883, 2.510)
H (7.146, 3.350, 3.413)
H (5.857, 3.397, 2.171)
H (5.491, 3.892, 3.858)
H (5.421, -0.591, 4.021)
H (3.215, -1.776, 3.781)
H (0.621, -1.447, 3.544)
H (-1.731, -0.898, 2.691)
H (-5.369, 2.180, 3.999)
H (-5.090, 2.699, 2.292)
H (-4.284, 0.557, 1.815)
H (-4.487, 0.072, 3.493)
H (-0.989, 3.814, 4.258)
H (0.936, 2.253, 4.084)
H (1.619, 1.788, 1.913)
H (3.796, 2.850, 2.024)
C (3.443, -7.120, 1.237)
C (2.309, -6.801, 0.305)
C (2.218, -5.544, -0.289)
C (1.083, -5.147, -1.008)
C (1.056, -3.784, -1.634)
C (0.023, -6.058, -1.085)
N (-1.212, -5.621, -1.644)
C (-1.379, -5.343, -3.000)
C (-0.318, -5.271, -3.989)
C (-0.473, -4.309, -5.009)
C (0.586, -4.068, -5.880)
C (1.756, -4.839, -5.792)
C (1.840, -5.893, -4.873)
C (0.789, -6.144, -4.001)
N (-2.638, -5.195, -3.295)
N (-3.349, -5.443, -2.122)
C (-4.751, -5.679, -2.340)
C (-5.147, -6.624, -3.314)
C (-4.200, -7.365, -4.201)
C (-6.512, -6.879, -3.462)
C (-7.471, -6.210, -2.704)
C (-8.911, -6.589, -2.867)
C (-7.056, -5.160, -1.881)
C (-5.706, -4.808, -1.783)
C (-5.304, -3.522, -1.152)
C (-2.485, -5.767, -1.118)
C (-2.775, -5.690, 0.315)
O (-3.830, -5.181, 0.724)
C (-1.647, -5.946, 1.310)
C (-1.463, -7.228, 1.993)
C (-0.942, -4.774, 1.625)
C (-1.302, -3.522, 1.021)
C (-0.347, -2.543, 0.865)
C (0.913, -2.713, 1.438)
C (1.154, -3.788, 2.299)
C (0.227, -4.805, 2.442)
C (0.164, -7.393, -0.699)
C (-0.910, -8.405, -1.000)
C (1.312, -7.741, 0.036)
H (3.375, -8.160, 1.575)
H (4.418, -6.972, 0.755)
H (3.431, -6.470, 2.125)
H (3.030, -4.832, -0.148)
H (0.040, -3.373, -1.680)
H (1.659, -3.088, -1.035)
H (1.464, -3.810, -2.657)
H (-1.415, -3.757, -5.064)
H (0.499, -3.287, -6.637)
H (2.599, -4.644, -6.459)
H (2.717, -6.538, -4.836)
H (0.809, -6.995, -3.316)
H (-4.760, -7.718, -5.075)
H (-3.386, -6.737, -4.570)
H (-3.773, -8.249, -3.711)
H (-6.835, -7.620, -4.197)
H (-9.499, -6.317, -1.990)
H (-9.365, -6.106, -3.740)
H (-9.011, -7.669, -3.021)
H (-7.795, -4.592, -1.321)
H (-6.064, -2.762, -1.373)
H (-5.209, -3.623, -0.068)
H (-4.349, -3.170, -1.552)
H (-1.249, -7.105, 3.063)
H (-2.340, -7.872, 1.844)
H (-0.603, -7.770, 1.579)
H (-2.321, -3.366, 0.664)
H (-0.604, -1.657, 0.283)
H (1.679, -1.950, 1.262)
H (2.076, -3.843, 2.868)
H (0.397, -5.656, 3.110)
H (-0.553, -9.403, -0.712)
H (-1.832, -8.214, -0.429)
H (-1.169, -8.424, -2.072)
H (1.402, -8.750, 0.445)

Forces on atoms 1 to 6 (eV/Å):
-0.023 -0.405 0.007
-0.837 -0.517 -0.652
-0.041 0.516 0.386
0.165 0.538 -0.262
-0.221 0.193 0.189
0.254 0.307 -0.520

As for the gap between HOMO and LUMO: 3.3 eV. The total charge is +1. The largest force on an atom comes out at 0.0856 hartree/bohr. For the total energy, the calculation gives -2363.0376 Ha.

Atom charges from the Mulliken analysis, given in e for atoms 1 to 99:
1 C -0.77
2 O -0.40
3 C 0.91
4 C -0.83
5 C -0.18
6 C 0.62
7 C -0.64
8 C 0.00
9 C -0.52
10 C 0.73
11 C 0.13
12 O -0.50
13 C -0.40
14 C -0.58
15 C -1.26
16 C -0.52
17 C -1.00
18 C -0.42
19 H 0.26
20 H 0.32
21 H 0.33
22 H 0.46
23 H 0.35
24 H 0.93
25 H 0.70
26 H 0.28
27 H 0.28
28 H 0.25
29 H 0.29
30 H 0.44
31 H 0.59
32 H 0.69
33 H 0.29
34 C -1.58
35 C 0.44
36 C -1.08
37 C 1.68
38 C -1.96
39 C 0.12
40 N 1.68
41 C 0.80
42 C 0.14
43 C -0.77
44 C -0.69
45 C -0.51
46 C -0.71
47 C 0.41
48 N -1.38
49 N 1.78
50 C -0.37
51 C 1.02
52 C -1.41
53 C -0.88
54 C 0.71
55 C -1.51
56 C -1.05
57 C 0.85
58 C -1.74
59 C -0.24
60 C -0.30
61 O -0.57
62 C 1.11
63 C -1.58
64 C 0.58
65 C -1.55
66 C -0.22
67 C -0.71
68 C -0.36
69 C -0.96
70 C -0.04
71 C -1.62
72 C -0.60
73 H 0.41
74 H 0.35
75 H 0.25
76 H 0.41
77 H 0.29
78 H 0.54
79 H 0.31
80 H 0.43
81 H 0.40
82 H 0.41
83 H 0.43
84 H 0.37
85 H 0.48
86 H 0.19
87 H 0.27
88 H 0.40
89 H 0.39
90 H 0.29
91 H 0.39
92 H 0.44
93 H 0.52
94 H 0.31
95 H 0.26
96 H 0.47
97 H 0.32
98 H 0.22
99 H 0.80

---

(3)
Below is C43H56AlN5Se as an isolated structure, with properties calculated with wB97M-V/def2-TZVPD.

Geometry (Å):
Al (0.160, -0.455, 0.660)
N (0.468, 0.355, 2.547)
C (1.003, -0.698, 3.435)
C (2.398, -0.398, 3.964)
C (3.505, -0.550, 2.923)
C (3.359, 0.356, 1.700)
N (2.383, -0.142, 0.725)
H (1.069, 1.173, 2.556)
H (-0.428, 0.677, 2.900)
H (1.021, -1.635, 2.862)
H (0.324, -0.853, 4.277)
H (2.600, -1.099, 4.774)
H (2.424, 0.607, 4.394)
H (3.552, -1.590, 2.598)
H (4.453, -0.311, 3.406)
H (4.338, 0.459, 1.216)
H (3.051, 1.357, 2.026)
H (2.778, -0.915, 0.162)
H (2.254, 0.588, 0.022)
C (-1.604, 2.794, 2.572)
C (-1.804, 2.247, 1.148)
C (-3.262, 2.439, 0.741)
C (-0.856, 2.939, 0.195)
C (-0.908, 4.324, 0.215)
C (-0.026, 5.097, -0.507)
C (0.943, 4.452, -1.239)
C (1.010, 3.068, -1.318)
C (2.194, 2.538, -2.089)
C (3.503, 2.919, -1.385)
C (2.201, 3.066, -3.526)
C (0.076, 2.261, -0.628)
N (0.101, 0.853, -0.630)
C (0.101, 0.013, -1.866)
C (-0.415, -1.326, -1.445)
C (-1.213, -2.298, -1.940)
C (-0.791, -3.526, -1.343)
C (0.305, -3.297, -0.575)
N (0.612, -1.916, -0.626)
C (1.108, -4.307, 0.207)
C (2.392, -3.687, 0.758)
C (0.256, -4.831, 1.371)
C (1.478, -5.488, -0.701)
H (-2.012, 2.118, 3.324)
H (-2.129, 3.739, 2.683)
H (-0.550, 2.981, 2.780)
H (-1.584, 1.169, 1.138)
H (-3.477, 3.492, 0.583)
H (-3.920, 2.062, 1.519)
H (-3.479, 1.906, -0.178)
H (-1.651, 4.815, 0.825)
H (-0.071, 6.174, -0.467)
H (1.683, 5.040, -1.760)
H (2.149, 1.454, -2.127)
H (3.727, 3.974, -1.528)
H (4.325, 2.335, -1.794)
H (3.436, 2.733, -0.314)
H (2.371, 4.141, -3.549)
H (1.247, 2.866, -4.009)
H (2.988, 2.586, -4.101)
H (-0.482, 0.494, -2.651)
H (-2.000, -2.192, -2.663)
H (-1.280, -4.468, -1.502)
H (2.135, -2.903, 1.469)
H (2.984, -3.267, -0.052)
H (2.980, -4.447, 1.268)
H (-0.005, -4.019, 2.050)
H (0.802, -5.588, 1.929)
H (-0.667, -5.274, 1.008)
H (2.074, -5.151, -1.545)
H (0.586, -5.979, -1.079)
H (2.055, -6.215, -0.135)
N (4.597, 0.081, -8.262)
C (4.080, -0.040, -7.244)
C (3.443, -0.172, -5.997)
C (4.109, -0.714, -4.891)
C (3.469, -0.816, -3.682)
C (2.150, -0.358, -3.515)
C (1.493, 0.162, -4.637)
C (2.120, 0.252, -5.857)
C (1.470, -0.560, -2.259)
C (1.841, -1.610, -1.451)
H (5.124, -1.065, -5.005)
H (3.966, -1.265, -2.836)
H (0.467, 0.482, -4.551)
H (1.594, 0.654, -6.711)
C (-7.337, 0.944, 2.321)
C (-5.979, 0.332, 2.142)
C (-5.539, -0.067, 0.892)
C (-4.277, -0.614, 0.695)
C (-3.848, -0.964, -0.694)
C (-3.436, -0.783, 1.795)
Se (-1.741, -1.733, 1.592)
C (-3.858, -0.392, 3.068)
C (-2.987, -0.572, 4.275)
C (-5.117, 0.169, 3.218)
H (-7.881, 0.951, 1.379)
H (-7.247, 1.970, 2.680)
H (-7.917, 0.384, 3.054)
H (-6.192, 0.050, 0.038)
H (-4.670, -0.831, -1.396)
H (-3.502, -1.996, -0.748)
H (-3.017, -0.325, -1.001)
H (-2.113, 0.080, 4.228)
H (-2.633, -1.600, 4.319)
H (-3.537, -0.340, 5.181)
H (-5.443, 0.470, 4.204)

Forces on atoms 1 to 6 (eV/Å):
0.365 0.792 1.198
-0.513 0.384 -0.259
0.194 -0.409 0.341
0.026 -0.160 -0.332
-0.073 0.308 0.038
0.244 -0.191 0.306

The value obtained for the energy above the lowest of the compared OMol25 structures with the same formula, charge and spin is 60.56 kcal per mole. As for the gap between HOMO and LUMO: 7.6 eV. The largest force on an atom comes out at 0.0346 hartree/bohr. For the total energy, the calculation gives -4589.7902 Ha.

Atom charges from the Mulliken analysis, given in e for atoms 1 to 99:
1 Al -0.67
2 N 0.38
3 C 0.30
4 C -1.05
5 C -0.61
6 C -1.05
7 N 0.13
8 H 0.48
9 H -0.37
10 H -0.44
11 H 0.42
12 H 0.48
13 H 0.37
14 H 0.24
15 H 0.42
16 H 0.67
17 H 0.42
18 H 0.07
19 H -0.37
20 C -2.17
21 C 3.71
22 C -1.57
23 C 0.28
24 C -0.59
25 C -1.43
26 C -0.49
27 C 0.51
28 C 2.38
29 C -1.76
30 C -1.80
31 C -0.44
32 N 1.45
33 C 1.22
34 C -0.33
35 C -2.05
36 C -0.44
37 C -0.45
38 N 1.80
39 C 2.48
40 C -1.18
41 C -1.65
42 C -1.93
43 H 0.26
44 H 0.64
45 H 0.27
46 H -2.29
47 H 0.48
48 H 0.27
49 H 0.28
50 H 0.38
51 H 0.41
52 H 0.28
53 H -1.35
54 H 0.46
55 H 0.36
56 H 0.25
57 H 0.42
58 H 0.36
59 H 0.38
60 H 0.86
61 H 0.75
62 H 0.58
63 H -0.26
64 H 0.01
65 H 0.60
66 H 0.21
67 H 0.50
68 H 0.32
69 H 0.40
70 H 0.32
71 H 0.49
72 N -0.59
73 C -0.02
74 C 0.50
75 C -1.03
76 C -0.44
77 C 1.01
78 C -0.28
79 C -1.15
80 C 0.00
81 C -1.54
82 H 0.48
83 H 0.43
84 H 0.46
85 H 0.46
86 C -1.61
87 C 0.66
88 C -0.89
89 C 0.56
90 C -1.04
91 C 0.57
92 Se 0.00
93 C 0.74
94 C -1.46
95 C -1.18
96 H 0.37
97 H 0.33
98 H 0.35
99 H 0.30